[1]
Here is one molecule with the formula C10H9N3O from the Open Molecules 2025 dataset. Energies are from ωB97M-V/def2-TZVPD.

XYZ file:
```
23
Properties=species:S:1:pos:R:3:forces:R:3
O -1.3856 -1.6134 -0.7499 0.4229 0.5732 0.3256
C -0.8613 -0.5211 -0.8630 -0.8583 0.1219 -0.7232
C -1.5017 0.7081 -0.2692 0.5498 -2.3704 0.6923
C -1.7752 0.7977 1.0254 -3.0461 3.4636 0.3571
C -1.0606 0.0982 2.1068 0.7463 -0.9199 0.4933
N 0.1477 -0.1431 1.7766 -1.6609 0.4616 -0.7617
C 1.1611 -0.9230 2.2257 0.9499 0.9012 0.2268
C 2.0068 -1.4396 1.3449 1.7494 -2.4973 -1.6953
C 1.6741 -1.5046 -0.1215 -0.4088 0.9970 1.5035
C 1.5133 -0.4616 -0.9331 -2.0085 -2.0399 -0.5226
N 2.1862 0.7003 -0.9657 2.9368 1.2385 1.3671
N 1.7856 1.5187 -1.7780 -0.3721 1.5424 0.2842
C 0.5053 1.1360 -2.3475 0.8248 -1.7264 -2.4867
C 0.2745 -0.3212 -1.8292 0.2723 -0.1302 -0.5812
H -1.9357 1.2980 -1.0317 -0.7078 0.8205 -0.2984
H -2.6403 1.6164 1.1863 2.1337 -1.9073 0.4829
H -1.5538 -0.2393 3.0878 0.4990 0.5202 -1.4252
H 1.5058 -0.8926 3.2256 -0.2865 -0.3421 1.3777
H 2.7727 -2.2006 1.6492 -0.5673 1.1699 0.2145
H 1.0649 -2.3506 -0.3470 -0.3590 -0.6196 -0.3127
H 0.7302 1.2049 -3.4755 -0.9695 -0.1678 1.4916
H -0.2405 1.8565 -2.0606 -0.2008 0.2802 -0.0256
H 0.1390 -1.1340 -2.5663 0.3608 0.6306 0.0160
```
Forces are in eV/Å.

Its charge is 0. The total energy comes out at -625.76664 hartree. Its SMILES is O=C1\C=C/C=N/C=C\C=C2/N=NC[C@H]12. The value obtained for the gap between HOMO and LUMO is 0.30625 hartree. The HOMO energy comes out at -0.3170 Ha.

[2]
Here is a 2-piece molecular cluster, C3H7O3 overall from the Open Molecules 2025 dataset. Energies are from ωB97M-V/def2-TZVPD.

XYZ file:
```
13
Properties=species:S:1:pos:R:3:forces:R:3
O -0.5925 1.1625 -1.7207 0.2109 -1.1498 3.5836
C -0.1946 0.7183 -0.5515 3.0752 1.0837 -3.0920
O 0.8624 1.2034 0.0557 -2.6406 -1.6243 -0.3449
C -0.8043 -0.6818 -0.0770 -1.6800 3.9122 -1.4573
C -1.6683 -0.3390 1.1579 0.7850 -1.6273 2.4481
H -0.0136 -1.4113 0.0179 -0.4486 -0.3448 0.1517
H -1.4801 -0.7506 -0.9721 0.6061 -1.0503 0.9177
H -1.9547 0.6961 1.3513 0.4828 0.2561 -0.7338
H -1.0425 -0.6019 2.1535 -1.7013 0.2163 -2.0272
H -2.6623 -0.8506 1.1102 0.9068 -0.1519 0.4630
H 1.5921 -0.6633 0.3902 1.2240 -0.6787 0.5736
H 2.3872 -1.4894 1.4499 0.7899 0.3811 3.1087
O 2.1273 -1.5052 0.5804 -1.6101 0.7775 -3.5912
```
Forces are in eV/Å.

Its charge is -1. The total energy comes out at -344.25489 hartree. The value obtained for the gap between HOMO and LUMO is 0.29966 hartree. The HOMO energy comes out at -0.1500 Ha.

[3]
Here is a 2-piece molecular cluster, C8H6F2NO2 overall from the Open Molecules 2025 dataset. Energies are from ωB97M-V/def2-TZVPD.

XYZ file:
```
19
Properties=species:S:1:pos:R:3:forces:R:3
C -0.3208 -1.2031 -2.7756 0.8544 -1.1804 -0.0683
C 0.2774 -2.0092 -1.7941 -0.6992 1.4192 -2.2510
C -1.0340 -0.0390 -2.4323 0.0420 -0.1461 -0.5942
C 0.1776 -1.5978 -0.4424 1.5123 -3.2578 0.0495
C -1.0355 0.3790 -1.1083 -0.8076 0.3136 0.6594
C -0.5228 -0.4157 -0.0968 0.1899 0.8529 0.4444
C 1.8962 1.9517 3.0824 1.0358 3.0697 -0.6361
C -0.9904 1.1870 1.6492 1.2739 0.5930 0.5980
N -0.4625 -0.1050 1.2181 -1.1177 1.7875 -0.7539
O 1.9776 3.1057 3.0550 -0.5010 1.0032 0.5656
O 2.1714 0.8538 3.1470 -0.0885 -3.8420 0.4245
F 0.3308 2.0555 1.5615 -1.3732 -0.8206 -0.6771
F -0.9910 1.1293 3.0646 -0.1122 -0.5993 -0.4367
H -0.2960 -1.3114 -3.8952 0.4473 -0.7995 1.2627
H 0.8808 -2.8327 -2.1112 0.2166 -0.5083 0.1142
H -1.3854 0.4746 -3.3000 -0.5210 0.9174 0.1641
H 0.5653 -2.3528 0.2667 -0.4692 0.9246 0.1160
H -1.4931 1.2880 -0.8297 -0.3689 0.8592 0.3192
H 0.2544 -0.5578 1.7412 0.4865 -0.5863 0.6997
```
Forces are in eV/Å.

Its charge is -1. The total energy comes out at -713.30421 hartree. The multiplicity is 3. The value obtained for the gap between HOMO and LUMO (spin up / spin down) is 0.15213 / 0.21336 hartree. Its expectation value of S² is 2.0205. The HOMO energy (spin up / spin down) comes out at -0.0242 / -0.1563 Ha.

[4]
Here is a 2-piece molecular cluster, CHClO2 overall from the Open Molecules 2025 dataset. Energies are from ωB97M-V/def2-TZVPD.

XYZ file:
```
5
Properties=species:S:1:pos:R:3:forces:R:3
C 0.7343 1.2612 0.8161 0.2551 0.5776 -0.0828
O 0.8446 2.0111 -0.0207 -0.0347 -0.2632 0.2961
O -0.5364 -0.5468 -0.4362 0.1149 -0.5412 -0.1685
Cl 0.4108 -1.9221 -0.1023 -0.4752 0.4440 -0.0929
H -1.4533 -0.8034 -0.2568 0.1399 -0.2172 0.0482
```
Forces are in eV/Å.

Its charge is 0. The total energy comes out at -649.29919 hartree. The value obtained for the gap between HOMO and LUMO is 0.38993 hartree. The HOMO energy comes out at -0.3965 Ha.

[5]
Here is a 2-piece molecular cluster, C6H9IN2 overall from the Open Molecules 2025 dataset. Energies are from ωB97M-V/def2-TZVPD.

XYZ file:
```
18
Properties=species:S:1:pos:R:3:forces:R:3
C -2.2545 -1.7826 -0.0827 0.1215 1.5611 0.8058
C -1.3949 -2.7655 -0.3842 0.8360 -1.6727 0.7323
C -1.3697 -0.7529 0.4033 -0.9430 0.1196 0.4187
C 1.0151 1.1658 -1.5241 -1.3445 3.0934 -3.9722
C 1.1916 1.8307 0.8491 2.7384 1.2472 -2.0997
C 1.5908 1.0813 -0.3952 -1.4121 1.3706 3.7106
N -0.1251 -2.4300 0.0146 -2.4057 0.7130 -1.3518
N -0.1388 -1.1680 0.4335 1.3859 0.1424 1.2098
I 3.0942 -0.4221 0.0649 2.1940 -2.4120 0.4323
H -3.3297 -1.8808 0.0371 0.3053 0.3361 -0.6259
H -1.6316 -3.7443 -0.7020 -0.0051 -0.8605 -0.3214
H -1.5598 0.2228 0.8537 -0.2193 -0.2803 -0.5223
H 0.4583 2.1267 -1.7885 -0.1341 -1.3015 0.4793
H 0.6125 -3.0469 0.2374 0.8545 -0.3366 -0.1794
H 1.3119 0.6739 -2.4257 0.2280 -0.8856 -0.3542
H 2.1558 2.1584 1.3139 -1.0016 0.6030 -0.2127
H 0.7631 1.2643 1.5654 -1.2111 -2.7288 2.2198
H 0.4198 2.5500 0.6764 0.0130 1.2916 -0.3691
```
Forces are in eV/Å.

Its charge is 0. The total energy comes out at -640.99036 hartree. The multiplicity is 3. The value obtained for the gap between HOMO and LUMO (spin up / spin down) is 0.20280 / 0.22655 hartree. Its expectation value of S² is 2.0066. The HOMO energy (spin up / spin down) comes out at -0.1765 / -0.3376 Ha.

[6]
Here is a 11-piece molecular cluster, ClH20O14 overall from the Open Molecules 2025 dataset. Energies are from ωB97M-V/def2-TZVPD.

XYZ file:
```
35
Properties=species:S:1:pos:R:3:forces:R:3
Cl -0.0548 -0.3577 -0.9602 -1.4123 -0.2206 -0.7932
O 0.5174 0.8871 -1.3532 0.2476 0.6976 -0.5399
O -0.3396 -1.2075 -2.0998 -0.1324 0.3925 0.2638
O 0.9396 -1.0549 -0.1654 -0.4147 0.0551 1.0853
O -1.3215 -0.0553 -0.2588 1.4868 -0.9041 0.0590
O -2.2396 -1.2718 2.3972 -0.4459 1.1499 -1.1260
H -2.0564 -0.8981 1.4965 0.1512 -0.3098 0.6645
H -3.0205 -0.7448 2.6325 0.2471 -0.4426 0.2302
O 3.6411 -0.7499 3.5878 0.3659 -0.2366 0.3233
H 2.9127 -0.2023 3.3139 -0.4862 0.8026 -0.1959
H 3.4920 -1.5176 3.0406 0.1688 -0.5722 -0.1940
O -1.6224 3.8443 -5.7292 -0.5479 2.0245 -0.9222
H -2.4620 3.7045 -6.1768 0.1660 -0.2100 0.1676
H -1.3142 3.0229 -5.4125 0.3667 -1.8062 0.8561
O -0.7554 -4.5939 -1.3303 -0.2938 0.3859 0.5380
H -1.1723 -4.3986 -0.4612 0.4545 -0.0182 -0.6582
H -0.6854 -3.7318 -1.7729 -0.0563 -0.2116 0.2470
O -0.3631 5.2778 2.3448 -1.2651 -0.1001 -1.1182
H -0.6165 4.3962 1.9649 0.8332 0.5788 0.8237
H -1.0177 5.8506 1.9061 0.5204 0.0396 0.3769
O 2.1339 1.0401 1.6972 -0.5345 -0.1677 0.2604
H 2.8716 1.5423 1.3460 0.0088 -0.1207 -0.2974
H 1.7774 0.4558 1.0035 0.3876 0.1314 -0.0353
O -0.5494 -3.3358 1.5258 -0.2682 -1.3946 0.1853
H 0.1043 -3.0049 0.9323 0.8828 0.6141 -0.5212
H -1.1398 -2.6134 1.6903 -0.5565 0.5409 0.4296
O 2.3100 -3.5574 0.0786 -0.8695 0.1451 -0.3421
H 1.5866 -4.2115 0.1447 0.5473 0.3310 -0.1978
H 1.9011 -2.8051 -0.4072 0.4119 -0.6240 0.4479
O -1.1466 1.4662 -4.0512 -0.8691 -1.3230 -1.1172
H -1.4538 0.5506 -4.3412 1.0202 1.7864 1.0729
H -0.4840 1.3903 -3.3538 -0.0851 -0.4876 0.0792
O -0.1528 2.7032 2.3818 -0.3948 -0.2396 0.0630
H -0.7912 2.0022 2.3351 -1.2091 -0.3005 0.2091
H 0.5713 2.1784 2.0541 1.5746 0.0145 -0.3240
```
Forces are in eV/Å.

Its charge is -1. The total energy comes out at -1525.40884 hartree. The value obtained for the gap between HOMO and LUMO is 0.39870 hartree. The HOMO energy comes out at -0.3017 Ha.